Entry 1:
Density functional theory data (wB97M-V/def2-TZVPD) for C37H38KN6O7P2 as an isolated structure in a non-equilibrium geometry.

```
! RIJCOSX wB97M-V def2-TZVPD def2/J DEFGRID3
* xyz -1 1
K -0.425 -0.143 1.539
C -5.930 -0.404 1.648
C -4.481 -0.799 1.545
N -3.538 0.091 1.445
N -3.973 1.376 1.628
C -3.000 2.274 1.933
O -1.794 2.032 2.198
C -3.478 3.719 1.893
C -4.718 4.136 1.451
C -4.886 5.519 1.174
C -3.920 6.489 1.431
C -2.709 5.985 1.967
C -2.500 4.659 2.229
C -4.150 -2.210 1.270
C -4.856 -3.290 1.886
C -4.391 -4.614 1.684
C -3.268 -4.792 0.877
C -2.576 -3.664 0.494
N -3.059 -2.451 0.549
H -6.357 0.173 0.804
H -6.121 0.261 2.510
H -6.585 -1.305 1.701
H -5.514 3.376 1.351
H -5.928 5.735 0.990
H -4.068 7.540 1.257
H -1.969 6.770 2.180
H -1.472 4.288 2.417
H -5.800 -3.181 2.468
H -4.873 -5.450 2.236
H -2.751 -5.736 0.860
H -1.602 -3.787 0.015
C 2.724 0.272 -2.219
P 1.391 -0.903 -1.890
C 2.333 -2.500 -1.901
C 0.539 -1.083 -3.579
C 1.244 -0.834 -4.781
C 0.566 -0.732 -5.985
C -0.793 -1.100 -6.044
C -1.459 -1.450 -4.840
C -0.841 -1.460 -3.611
P -1.620 -1.801 -2.027
C -3.148 -2.741 -2.577
C -2.241 -0.104 -1.565
H 3.403 -0.023 -2.999
H 3.424 0.433 -1.348
H 2.275 1.240 -2.483
H 2.985 -2.552 -2.739
H 1.552 -3.345 -1.928
H 2.982 -2.524 -1.043
H 2.324 -0.700 -4.819
H 1.116 -0.379 -6.841
H -1.323 -1.143 -6.948
H -2.547 -1.703 -4.882
H -3.864 -2.360 -3.288
H -3.679 -3.070 -1.682
H -2.739 -3.634 -3.137
H -2.881 0.125 -2.480
H -1.453 0.643 -1.581
H -2.655 -0.127 -0.541
C 4.630 -5.436 0.864
C 3.371 -4.670 1.129
C 2.138 -5.195 1.482
C 1.085 -4.340 1.807
N 1.108 -3.061 1.719
C 2.300 -2.533 1.458
C 3.415 -3.261 1.215
H 5.186 -4.879 0.167
H 4.365 -6.387 0.382
H 5.256 -5.597 1.732
H 1.982 -6.240 1.611
H 0.186 -4.730 2.111
H 2.431 -1.402 1.389
H 4.317 -2.786 0.991
O 4.016 0.371 0.818
C 3.202 1.307 1.027
O 1.911 1.351 1.085
C 3.853 2.707 1.189
C 5.262 2.811 1.188
C 5.869 4.029 1.184
C 5.166 5.211 1.266
C 3.801 5.082 1.442
C 3.071 3.867 1.423
N 3.023 6.331 1.755
O 1.996 6.266 2.382
O 3.536 7.386 1.403
N 7.371 4.196 1.263
O 8.077 3.293 0.926
O 7.765 5.266 1.709
H 5.814 1.914 1.181
H 5.614 6.188 1.384
H 1.949 3.897 1.452
*
```

Summary:
Relative energy (zero: lowest compared OMol25 entry of this formula, charge and spin): 231.9 kJ/mol
LUMO level: 1.636 eV
HOMO energy: -0.18201 hartree

Atom charges from the Löwdin analysis, given in e for atoms 1 to 4: number 1, K, carries 0.680; number 2, C, carries -0.069; number 3, C, carries -0.298; number 4, N, carries 0.012

Entry 2:
Density functional theory data (wB97M-V/def2-TZVPD) for a 2-piece molecular cluster, BrClFNO overall in a non-equilibrium geometry.

```
! RIJCOSX wB97M-V def2-TZVPD def2/J DEFGRID3
* xyz 0 3
N -0.026 -1.022 -0.284
O -1.100 -0.886 -0.523
F 0.831 1.517 -1.234
Cl -2.389 0.360 0.547
Br 2.560 2.082 -1.318
*
```

Summary:
Relative energy (zero: lowest compared OMol25 entry of this formula, charge and spin): 177.9 kJ/mol
LUMO level (spin up / spin down): -1.561 / -4.276 eV
HOMO energy (spin up / spin down): -0.34546 / -0.35256 hartree

Atom charges from the Löwdin analysis, given in e for atoms 1 to 4: number 1, N, carries 0.206; number 2, O, carries -0.278; number 3, F, carries -0.721; number 4, Cl, carries 0.058

Entry 3:
Density functional theory data (wB97M-V/def2-TZVPD) for one molecule with the formula C4H6O2.

```
! RIJCOSX wB97M-V def2-TZVPD def2/J DEFGRID3
* xyz 0 1
C 0.190 1.225 1.217
C -0.439 0.559 0.027
C 0.113 -0.489 -0.593
O 1.434 -0.831 -0.482
C -0.704 -1.524 -1.275
O -1.844 -1.367 -1.647
H -0.562 1.222 2.015
H 1.041 0.639 1.586
H 0.516 2.262 1.076
H -1.456 0.815 -0.252
H 1.908 -0.001 -0.347
H -0.197 -2.510 -1.326
*
```

Summary:
Relative energy (zero: lowest compared OMol25 entry of this formula, charge and spin): 140.7 kJ/mol
LUMO level: 0.379 eV
HOMO energy: -0.33801 hartree

Atom charges from the Löwdin analysis, given in e for atoms 1 to 4: number 1, C, carries -0.083; number 2, C, carries -0.072; number 3, C, carries -0.325; number 4, O, carries 0.034

Entry 4:
Density functional theory data (wB97M-V/def2-TZVPD) for C4H14N4 as an isolated structure in a non-equilibrium geometry.

```
! RIJCOSX wB97M-V def2-TZVPD def2/J DEFGRID3
* xyz 0 1
C 1.360 -1.590 -0.110
N 0.566 -0.392 -0.334
C -1.433 -0.589 -0.008
N 0.597 -0.059 -1.697
N -2.422 0.249 -0.616
N -1.561 -1.884 -0.144
H 0.055 0.793 -1.817
H 0.122 -0.802 -2.218
H -2.527 1.176 -0.230
H -3.338 -0.176 -0.643
H -2.530 -2.197 -0.169
H 1.307 -2.314 -0.926
H 2.411 -1.339 0.036
H 1.003 -2.096 0.790
C 0.908 0.737 1.258
C 1.119 2.100 0.669
H 1.936 2.078 -0.050
H 1.801 0.253 1.637
H 0.187 0.688 2.076
H -1.110 0.091 0.854
H 1.328 2.812 1.476
H 0.221 2.460 0.166
*
```

Summary:
Relative energy (zero: lowest compared OMol25 entry of this formula, charge and spin): 610.1 kJ/mol
LUMO level (spin up / spin down): 0.539 / 0.539 eV
HOMO energy (spin up / spin down): -0.25810 / -0.25813 hartree

Atom charges from the Löwdin analysis, given in e for atoms 1 to 4: number 1, C, carries -0.137; number 2, N, carries -0.253; number 3, C, carries -0.477; number 4, N, carries 0.015

Entry 5:
Density functional theory data (wB97M-V/def2-TZVPD) for an isolated ion of composition C7H11N2O and charge +1 in a non-equilibrium geometry.

```
! RIJCOSX wB97M-V def2-TZVPD def2/J DEFGRID3
* xyz 1 1
C 0.798 1.970 -0.352
C -0.002 0.664 -0.552
N -1.463 1.125 -0.486
C 0.236 0.072 -1.950
O -0.682 0.206 -2.691
N 0.160 -0.438 0.342
C 0.153 -1.796 -0.042
C 0.140 -2.542 1.067
C 0.333 -1.745 2.163
C 0.374 -0.438 1.702
H 1.463 1.931 0.467
H 1.389 2.043 -1.344
H 0.013 2.787 -0.144
H -1.435 2.099 -0.241
H -1.818 0.901 -1.548
H -1.936 0.476 0.113
H 1.309 -0.223 -2.184
H -0.229 -2.086 -1.014
H 0.085 -3.618 1.105
H 0.431 -1.877 3.280
H 0.683 0.490 2.310
*
```

Summary:
Relative energy (zero: lowest compared OMol25 entry of this formula, charge and spin): 211.2 kJ/mol
LUMO level: -3.777 eV
HOMO energy: -0.45846 hartree

Atom charges from the Löwdin analysis, given in e for atoms 1 to 4: number 1, C, carries 0.055; number 2, C, carries -0.414; number 3, N, carries 0.250; number 4, C, carries -0.167

Entry 6:
Density functional theory data (wB97M-V/def2-TZVPD) for C30H32ClN6NiO2S2 as an isolated structure.

```
! RIJCOSX wB97M-V def2-TZVPD def2/J DEFGRID3
* xyz 1 3
Ni -0.967 -0.377 -1.294
S -0.810 0.012 1.067
C 0.732 -0.523 1.414
N 1.112 -0.932 2.607
C 2.510 -1.281 2.882
C 3.394 -0.342 2.117
N 3.048 -0.434 0.696
C 4.194 -0.421 -0.234
C 4.992 -1.694 -0.115
C 6.300 -1.663 0.349
C 7.028 -2.840 0.475
C 6.445 -4.053 0.144
C 5.134 -4.090 -0.321
C 4.411 -2.916 -0.452
C 1.797 -0.576 0.308
S 1.346 -0.849 -1.277
C 0.203 -1.036 3.763
C 0.507 0.029 4.786
C 0.387 1.377 4.454
C 0.688 2.353 5.390
C 1.105 1.991 6.667
C 1.223 0.652 7.002
C 0.927 -0.327 6.061
H 2.697 -2.320 2.597
H 2.674 -1.171 3.952
H 4.437 -0.632 2.225
H 3.271 0.687 2.465
H 4.806 0.442 0.033
H 3.808 -0.272 -1.238
H 6.759 -0.714 0.603
H 8.049 -2.807 0.832
H 7.011 -4.969 0.239
H 4.681 -5.035 -0.590
H 3.395 -2.945 -0.831
H 0.355 -2.028 4.193
H -0.817 -0.976 3.392
H 0.047 1.661 3.464
H 0.589 3.398 5.129
H 1.334 2.754 7.398
H 1.546 0.365 7.994
H 1.016 -1.375 6.326
Cl -3.369 -4.578 -6.701
C -2.677 -3.397 -5.629
C -2.045 -2.259 -6.171
C -1.492 -1.309 -5.362
C -1.533 -1.424 -3.945
O -1.009 -0.490 -3.230
C -2.165 -2.585 -3.414
C -2.249 -2.860 -2.021
O -1.805 -2.176 -1.083
C -2.732 -3.556 -4.281
H -2.003 -2.149 -7.247
H -1.003 -0.438 -5.778
H -2.763 -3.790 -1.745
H -3.205 -4.433 -3.855
C -5.809 3.941 -0.951
C -4.948 4.640 -1.999
C -3.869 5.504 -1.356
C -4.364 3.656 -3.009
N -3.520 2.621 -2.394
C -3.850 1.430 -1.898
N -2.773 0.879 -1.396
N -1.775 1.766 -1.620
N -2.206 2.807 -2.220
H -6.323 4.677 -0.334
H -5.200 3.329 -0.280
H -6.571 3.304 -1.405
H -5.600 5.283 -2.598
H -3.179 4.900 -0.763
H -4.320 6.239 -0.689
H -3.285 6.041 -2.104
H -3.729 4.161 -3.734
H -5.151 3.129 -3.548
H -4.842 1.012 -1.912
*
```

Summary:
Relative energy (zero: lowest compared OMol25 entry of this formula, charge and spin): 2.1 kJ/mol
LUMO level (spin up / spin down): -3.453 / -3.472 eV
HOMO energy (spin up / spin down): -0.36641 / -0.36517 hartree

Atom charges from the Löwdin analysis, given in e for atoms 1 to 4: number 1, Ni, carries 0.261; number 2, S, carries 0.819; number 3, C, carries -0.627; number 4, N, carries -0.087

Entry 7:
Density functional theory data (wB97M-V/def2-TZVPD) for C4H38BO27 as an isolated structure in a non-equilibrium geometry.

```
! RIJCOSX wB97M-V def2-TZVPD def2/J DEFGRID3
* xyz -1 1
O -1.758 2.652 2.626
C -1.090 2.215 1.734
O -1.349 1.094 1.216
B -0.170 0.694 0.516
O 0.713 1.811 0.605
C 0.171 2.633 1.375
O 0.637 3.770 1.543
O -0.491 0.328 -0.874
C -0.025 -0.856 -1.031
O -0.193 -1.519 -2.000
C 0.576 -1.333 0.240
O 0.328 -0.605 1.161
O 1.175 -2.465 0.345
O 4.083 -3.081 -0.098
H 3.486 -2.268 0.134
H 4.084 -3.461 0.791
O -4.141 0.380 -0.481
H -3.299 0.043 -0.281
H -4.371 0.097 -1.387
O -2.152 4.028 4.563
H -1.356 3.965 5.141
H -2.215 3.479 3.745
O -0.715 -3.387 3.037
H -0.674 -2.536 3.120
H -1.164 -3.446 3.868
O -1.447 3.474 -0.672
H -1.445 3.952 -1.507
H -2.517 3.419 -0.491
O 1.403 -5.231 -0.243
H 1.423 -5.396 -1.164
H 2.154 -4.638 -0.375
O -1.397 0.851 -2.639
H -1.522 0.057 -2.001
H -1.567 1.744 -2.369
O -1.456 -4.351 0.467
H -0.676 -4.266 -0.138
H -0.991 -4.149 1.318
O -1.393 -1.064 -5.032
H -0.761 -1.047 -4.247
H -0.774 -0.705 -5.629
O 2.666 3.561 0.150
H 2.786 3.096 0.893
H 2.125 2.915 -0.298
O 3.523 0.089 -0.734
H 3.940 -0.387 -1.374
H 2.733 0.274 -1.224
O -3.027 -2.130 -0.205
H -3.627 -2.791 -0.562
H -2.179 -2.552 -0.014
O 2.025 -2.179 3.656
H 1.526 -3.017 3.406
H 1.157 -1.636 3.555
O -3.917 0.998 3.251
H -2.991 1.249 3.010
H -4.641 1.632 3.189
O 2.093 -0.950 -4.057
H 2.895 -1.467 -4.296
H 1.536 -1.611 -3.956
O 1.559 1.352 -2.903
H 1.846 0.428 -3.263
H 0.545 1.139 -2.717
O 2.007 4.924 3.001
H 1.520 4.198 2.549
H 2.767 4.753 3.700
O 0.433 -3.271 -3.618
H -0.011 -3.064 -2.812
H 1.092 -3.983 -3.711
O 0.245 4.873 0.027
H 0.780 4.372 0.468
H -0.495 4.293 0.014
*
```

Summary:
Relative energy (zero: lowest compared OMol25 entry of this formula, charge and spin): 1216.7 kJ/mol
LUMO level: 1.243 eV
HOMO energy: -0.26473 hartree

Atom charges from the Löwdin analysis, given in e for atoms 1 to 4: number 1, O, carries 0.157; number 2, C, carries -0.413; number 3, O, carries 0.334; number 4, B, carries -0.822

Entry 8:
Density functional theory data (wB97M-V/def2-TZVPD) for a 7-piece molecular cluster, C35H73N8O7 overall.

```
! RIJCOSX wB97M-V def2-TZVPD def2/J DEFGRID3
* xyz 1 1
C 4.999 0.033 -0.292
O 4.418 -0.358 -1.519
C 4.636 -1.709 -1.899
C 4.899 -1.838 -3.384
C 3.941 -2.738 -4.161
C 2.458 -2.646 -3.800
C 1.916 -3.875 -3.074
C 1.755 -5.036 -4.064
C 2.308 -6.383 -3.604
C 2.071 -6.708 -2.127
C 3.206 -6.363 -1.185
C 2.724 -6.237 0.259
C 1.550 -5.277 0.389
C 1.880 -3.938 1.034
C 0.663 -3.090 1.015
C -0.544 -3.489 1.491
C -1.644 -2.649 1.392
N -1.621 -1.436 0.881
N -0.423 -1.087 0.419
C 0.675 -1.824 0.443
H 5.885 0.630 -0.450
H 5.227 -0.812 0.340
H 4.292 0.647 0.249
H 5.502 -2.084 -1.371
H 3.791 -2.314 -1.593
H 5.885 -2.260 -3.487
H 4.942 -0.850 -3.812
H 4.022 -2.437 -5.194
H 4.296 -3.757 -4.145
H 2.260 -1.751 -3.217
H 1.892 -2.536 -4.713
H 2.615 -4.111 -2.290
H 0.975 -3.591 -2.620
H 2.316 -4.729 -4.935
H 0.727 -5.115 -4.388
H 1.789 -7.158 -4.149
H 3.348 -6.499 -3.865
H 1.135 -6.291 -1.791
H 1.959 -7.782 -2.080
H 3.974 -7.106 -1.278
H 3.691 -5.438 -1.468
H 3.536 -6.011 0.932
H 2.370 -7.210 0.573
H 0.772 -5.729 0.989
H 1.115 -5.042 -0.567
H 2.273 -4.058 2.034
H 2.638 -3.468 0.429
H -0.679 -4.447 1.949
H -2.596 -2.979 1.750
H -0.379 -0.162 0.017
H 1.556 -1.409 -0.001
C -0.898 1.271 6.261
C -0.306 -0.110 6.354
O 0.139 -0.598 7.374
N -0.300 -0.823 5.183
C -0.811 -0.390 3.899
H -0.858 1.735 7.241
H -0.334 1.878 5.554
H -1.928 1.218 5.934
H 0.105 -1.741 5.267
H -1.598 -1.066 3.567
H -0.002 -0.397 3.156
H -1.223 0.613 3.965
C -4.133 4.263 3.330
C -2.978 3.743 4.144
O -2.816 2.547 4.371
N -2.106 4.658 4.630
C -2.138 6.100 4.452
H -4.741 3.421 3.014
H -4.749 4.937 3.925
H -3.776 4.798 2.451
H -1.359 4.262 5.176
H -1.224 6.435 3.959
H -2.209 6.595 5.422
H -2.985 6.389 3.840
C -4.996 8.574 0.404
C -3.831 8.065 1.214
O -3.667 6.868 1.436
N -2.949 8.971 1.701
C -2.970 10.414 1.552
H -5.585 7.717 0.093
H -5.624 9.245 0.989
H -4.645 9.101 -0.484
H -2.195 8.558 2.226
H -2.060 10.753 1.050
H -3.022 10.894 2.530
H -3.835 10.719 0.976
C -7.937 12.538 2.234
C -6.672 12.314 1.442
O -6.138 11.213 1.379
N -6.141 13.378 0.796
C -6.634 14.745 0.759
H -8.229 11.597 2.686
H -7.774 13.272 3.024
H -8.743 12.884 1.587
H -5.301 13.165 0.283
H -6.851 15.040 -0.268
H -5.883 15.426 1.161
H -7.539 14.840 1.346
C -2.431 -2.063 -2.191
C -2.064 -3.502 -2.476
O -1.369 -4.159 -1.712
N -2.533 -4.047 -3.621
C -3.364 -3.429 -4.642
H -1.983 -1.777 -1.244
H -2.055 -1.404 -2.974
H -3.512 -1.945 -2.116
H -2.255 -5.007 -3.752
H -4.299 -3.978 -4.749
H -2.848 -3.440 -5.602
H -3.592 -2.403 -4.381
C 6.281 -9.053 -4.120
C 6.375 -8.276 -2.828
O 5.783 -7.217 -2.668
N 7.143 -8.796 -1.840
C 7.910 -10.030 -1.851
H 5.635 -8.509 -4.800
H 7.264 -9.162 -4.579
H 5.858 -10.043 -3.947
H 7.166 -8.231 -1.007
H 7.568 -10.695 -1.058
H 8.968 -9.818 -1.689
H 7.801 -10.539 -2.801
*
```

Summary:
Relative energy (zero: lowest compared OMol25 entry of this formula, charge and spin): 0.0 kJ/mol
LUMO level: -4.096 eV
HOMO energy: -0.39397 hartree

Atom charges from the Löwdin analysis, given in e for atoms 1 to 4: number 1, C, carries -0.106; number 2, O, carries -0.190; number 3, C, carries -0.232; number 4, C, carries -0.152

Short version: DFT total energy = -3570.48713, -3263.77873, -306.45272, -379.60142, -457.75858, -4406.12567, -2231.47774, -2341.93420 a.u., in the order given.